9
Properties=species:S:1:pos:R:3:nbo_charge:R:1 method="wB97M-V/def2-TZVPD" smiles="C=[N+](C)[O-]" e_above_lowest_kj_mol=348.0 charge=0
C 0.1605 0.9663 0.7759 -0.195
C -0.2312 -0.6210 -0.8444 -0.444
N 0.3299 -0.2441 0.5029 0.120
O 0.8267 -1.1624 1.2354 -0.526
H 0.3290 1.5293 1.6820 0.206
H -0.2308 1.7105 0.0739 0.181
H -0.4602 -1.6878 -0.7351 0.234
H 0.3668 -0.5005 -1.7195 0.218
H -1.0908 0.0097 -0.9712 0.206



9
Properties=species:S:1:pos:R:3:nbo_charge:R:1 method="wB97M-V/def2-TZVPD" smiles="CN=C=O.[H][H]" e_above_lowest_kj_mol=163.2 charge=0
C 0.2461 1.1329 -0.9390 -0.406
C 0.5480 -0.3512 0.8928 0.873
O 1.0861 -0.7686 1.8467 -0.510
N -0.0734 0.0108 -0.0815 -0.565
H 0.2609 2.0610 -0.3597 0.200
H -0.5103 1.2110 -1.7185 0.211
H 1.2253 0.9871 -1.4050 0.200
H -1.1640 -2.4347 1.1319 -0.007
H -1.5482 -1.8837 0.8154 0.004



9
Properties=species:S:1:pos:R:3:nbo_charge:R:1 method="wB97M-V/def2-TZVPD" e_above_lowest_kj_mol=456.3 charge=0
C -1.4076 0.0766 0.6533 -0.540
N -0.0125 0.0119 -0.6251 -0.775
C 1.2763 -0.2939 -0.1947 0.543
O 1.5282 -1.1560 0.6084 -0.529
H -0.7446 -0.1032 1.5141 0.156
H -1.5658 1.1652 0.5942 0.145
H -0.8061 -0.6995 -0.5606 0.472
H -0.1173 0.7049 -1.3560 0.409
H 2.0481 0.3533 -0.6511 0.119



9
Properties=species:S:1:pos:R:3:nbo_charge:R:1 method="wB97M-V/def2-TZVPD" e_above_lowest_kj_mol=288.7 charge=0
C 1.1555 0.0129 0.0384 -0.446
C -1.3224 0.2729 0.0910 0.516
H 1.7694 -0.0435 1.1859 0.222
H 0.9609 1.2909 -0.3687 0.215
H 1.8358 -0.7710 -0.8447 0.226
H -0.4909 -1.4305 -0.1977 0.416
H -1.2242 1.3812 -0.0998 0.122
N -0.2287 -0.4892 0.1527 -0.656
O -2.4554 -0.2238 0.0428 -0.615



9
Properties=species:S:1:pos:R:3:nbo_charge:R:1 method="wB97M-V/def2-TZVPD" smiles="CNC=O" e_above_lowest_kj_mol=69.6 charge=0
C -0.3313 -1.2995 -0.2023 0.523
N 0.2915 -0.2912 0.4872 -0.624
C 0.0425 1.1027 0.1324 -0.434
O -1.1775 -1.1345 -1.0515 -0.592
H -0.0566 -2.3236 0.0716 0.118
H 1.2833 -0.4352 0.5770 0.382
H 0.7755 1.4113 -0.6220 0.189
H -0.9085 1.2046 -0.3824 0.233
H 0.0811 1.7653 0.9899 0.204



9
Properties=species:S:1:pos:R:3:nbo_charge:R:1 method="wB97M-V/def2-TZVPD" smiles="CC(N)=O" e_above_lowest_kj_mol=25.8 charge=0
C 0.0928 -1.0339 0.1369 -0.725
C -0.3926 0.2718 -0.5231 0.677
O -1.1224 0.3169 -1.4927 -0.607
N 0.1297 1.3197 0.1557 -0.824
H -0.7902 -1.5843 0.4556 0.239
H 0.7535 -0.9650 1.0215 0.201
H 0.6458 -1.5901 -0.6179 0.239
H -0.0095 2.3019 -0.0354 0.409
H 0.6928 0.9629 0.8995 0.391



9
Properties=species:S:1:pos:R:3:nbo_charge:R:1 method="wB97M-V/def2-TZVPD" smiles="NCC=O" e_above_lowest_kj_mol=159.4 charge=0
O -0.2333 -0.7660 1.9761 -0.496
C 0.2427 -0.7295 0.8809 0.406
C 0.3224 0.4592 0.0279 -0.342
N -0.7151 0.5238 -1.0783 -0.794
H 0.8332 -1.5637 0.5680 0.100
H 0.1453 1.3858 0.5823 0.213
H 1.3016 0.5295 -0.4805 0.205
H -1.5272 0.1200 -0.6504 0.357
H -0.3695 0.0409 -1.8260 0.351



10
Properties=species:S:1:pos:R:3:nbo_charge:R:1 method="wB97M-V/def2-TZVPD" e_above_lowest_kj_mol=708.6 charge=0
C 0.8387 -0.1141 0.1019 0.630
C -2.1379 0.3515 0.2288 -0.517
N 1.3872 0.8658 -0.7352 -0.364
O 1.8328 0.6397 0.6349 -0.388
O 0.9155 -1.4471 -0.0846 -0.703
H -2.2050 -0.3850 0.9984 0.168
H -2.2769 0.0859 -0.7938 0.169
H -1.9741 1.3749 0.4943 0.173
H 2.1026 0.5076 -1.3796 0.334
H 1.5170 -1.8793 0.5349 0.498



10
Properties=species:S:1:pos:R:3:nbo_charge:R:1 method="wB97M-V/def2-TZVPD" e_above_lowest_kj_mol=727.6 charge=0
C 0.2037 -0.5575 -1.1346 -0.147
C 0.0234 0.4606 -0.0599 0.531
N -1.3440 0.3200 -0.2065 -0.347
O -1.2410 -0.7250 -1.1554 -0.351
O 0.7540 1.5023 0.2855 -0.640
H 0.4569 -0.1897 -2.1063 0.198
H 0.5844 -1.5856 -1.0722 0.238
H 0.7420 -0.5158 1.6434 -0.371
H -1.8306 0.1531 0.6791 0.396
H 0.2963 1.9939 0.9235 0.494



10
Properties=species:S:1:pos:R:3:nbo_charge:R:1 method="wB97M-V/def2-TZVPD" smiles="CN(O)C=O" e_above_lowest_kj_mol=378.1 charge=0
C -0.5862 -0.4087 1.0301 -0.432
C -0.0725 0.4095 -1.4877 0.522
H -0.7429 0.4537 1.6839 0.213
H -0.4267 -1.3608 1.6254 0.213
H -1.5200 -0.6229 0.6114 0.208
H 2.0798 -0.2590 0.2778 0.485
H 0.6641 0.8948 -2.0991 0.138
N 0.3200 -0.2058 -0.2013 -0.234
O 1.4372 0.5556 0.5103 -0.581
O -1.1526 0.5437 -1.9509 -0.533



10
Properties=species:S:1:pos:R:3:nbo_charge:R:1 method="wB97M-V/def2-TZVPD" smiles="NCOC=O" e_above_lowest_kj_mol=387.5 charge=0
C -0.6553 -1.3676 0.2820 0.633
C 0.0342 0.5080 -0.6820 0.024
N 0.4850 1.5962 0.4278 -0.839
O -0.1232 -2.1529 -0.5426 -0.607
O -0.7312 -0.1186 0.3146 -0.456
H -1.2731 -1.5890 1.0381 0.121
H 1.4116 1.7080 0.1543 0.345
H -0.3189 0.7322 -1.6498 0.202
H 0.7020 -0.5366 -0.7640 0.204
H 0.4690 1.2202 1.4216 0.373



10
Properties=species:S:1:pos:R:3:nbo_charge:R:1 method="wB97M-V/def2-TZVPD" smiles="C=[N+]([O-])OC" e_above_lowest_kj_mol=507.0 charge=0
C 0.4461 -1.2746 0.1333 -0.268
C -0.9820 0.9492 -0.1815 -0.271
N 1.1332 -0.1995 0.1183 0.381
O 0.2738 0.8977 0.4901 -0.406
O 2.3113 0.1172 -0.0850 -0.429
H 1.0526 -2.1736 0.0441 0.214
H -0.5189 -1.2369 0.5122 0.200
H -1.5853 0.0006 0.0976 0.168
H -0.7905 1.0181 -1.3140 0.192
H -1.3404 1.9018 0.1848 0.218